[1]
Formula: C26H21IMnN6S5
Source: the OMol25 dataset
Level of theory: wB97M-V/def2-TZVPD

Results
⟨S²⟩: 1.22
charge: -2
relative energy (zero: lowest compared OMol25 entry of this formula, charge and spin): 4.637 eV
2S+1: 2
HOMO (alpha / beta): 0.10 / 0.55 eV
HOMO-LUMO gap (alpha / beta): 3.485 / 2.770 eV
lowest unoccupied orbital energy (alpha / beta): 3.58 / 3.32 eV

Positions of all 60 atoms, in Å:
Mn 0.889 -0.678 -0.779
C -3.949 -3.257 -0.572
N -3.284 -2.734 -1.724
C -3.746 -2.694 -3.004
C -2.810 -2.072 -3.754
N -1.741 -1.711 -2.939
C -2.053 -2.136 -1.662
S -1.262 -2.101 -0.182
C -0.605 -1.053 -3.430
C -0.455 -0.899 -4.817
C 0.646 -0.281 -5.350
C 1.599 0.241 -4.462
C 1.376 0.097 -3.126
N 0.345 -0.584 -2.561
H -4.889 -3.714 -0.877
H -4.134 -2.450 0.140
H -3.315 -3.995 -0.079
H -4.692 -3.110 -3.286
H -2.840 -1.878 -4.802
H -1.201 -1.286 -5.489
H 0.773 -0.212 -6.419
H 2.482 0.747 -4.810
H 2.057 0.556 -2.409
S 3.879 0.021 -0.614
S 4.815 0.669 -2.225
S 4.026 2.667 -2.794
S 2.516 3.116 -1.634
N -0.348 4.203 8.184
C -0.227 3.697 7.148
C -0.089 3.076 5.909
C 1.179 2.667 5.443
C 1.303 2.028 4.240
C 0.187 1.779 3.417
C -1.069 2.217 3.877
C -1.210 2.839 5.089
C 0.354 1.082 2.161
C -0.242 1.614 0.993
C -0.938 2.841 0.880
C -1.276 2.988 -0.451
C -0.769 1.867 -1.105
N -0.149 1.037 -0.253
C 1.127 -0.110 2.176
C 1.604 -0.789 3.315
C 2.228 -1.946 2.868
C 2.108 -1.942 1.485
N 1.442 -0.851 1.059
H 2.053 2.872 6.050
H 2.279 1.730 3.884
H -1.944 2.012 3.274
H -2.189 3.140 5.445
H -1.128 3.544 1.671
H -1.809 3.805 -0.912
H -0.839 1.662 -2.164
H 1.490 -0.480 4.338
H 2.702 -2.703 3.469
H 2.492 -2.682 0.796
I 1.408 -3.890 -3.727
C 2.025 -3.204 -1.798
H 2.686 -2.342 -1.921
H 1.131 -3.027 -1.180

Here are the Löwdin charges for atoms 1 to 2, given in e: number 1, Mn, carries 0.403; number 2, C, carries -0.083


[2]
Formula: C40H90N11O18PS
Source: the OMol25 dataset
Level of theory: wB97M-V/def2-TZVPD

Results
SMILES: CCC[C@@]1(CCCOC(C)=O)OS(=O)(=O)O[C@]1(C[C@H](O)CN)P(=N)(O)O.CN(C)C=O.CN(C)C=O.CN(C)C=O.CN(C)C=O.CN(C)C=O.CN(C)C=O.CN(C)C=O.CN(C)C=O.CN(C)C=O
charge: 0
2S+1: 1
HOMO: -8.12 eV
HOMO-LUMO gap: 8.732 eV
lowest unoccupied orbital energy: 0.61 eV

Positions of all 161 atoms, in Å:
C -2.422 1.622 4.986
C -1.543 1.545 3.627
C -1.119 0.049 3.259
C -1.453 -0.418 1.773
C -1.282 -2.029 1.893
C 0.239 -2.432 2.197
C 0.451 -3.296 3.519
O 0.284 -2.556 4.751
C -0.738 -3.079 5.562
C -1.712 -2.023 6.284
O -0.934 -4.273 5.810
O -2.908 -0.323 1.573
S -3.338 0.987 0.593
O -4.101 2.035 1.351
O -4.204 0.704 -0.586
O -1.734 1.393 0.238
C -0.780 0.301 0.521
C 0.736 0.774 0.568
C 1.081 1.907 1.622
O 0.294 3.106 1.499
C 2.618 2.336 1.315
N 3.576 1.327 1.889
P -0.920 -0.700 -1.122
N 0.232 -1.790 -1.296
O -0.915 0.440 -2.378
O -2.389 -1.552 -1.214
H -3.343 2.274 4.880
H -2.753 0.601 5.353
H -1.796 2.089 5.843
H -0.586 2.126 3.878
H -2.046 2.127 2.799
H -0.033 -0.078 3.565
H -1.718 -0.636 3.953
H -1.922 -2.406 2.767
H -1.655 -2.579 0.978
H 0.892 -1.497 2.197
H 0.583 -3.088 1.322
H -0.195 -4.221 3.424
H 1.542 -3.646 3.498
H -1.152 -1.029 6.398
H -2.691 -1.888 5.735
H -1.867 -2.395 7.355
H 0.976 1.212 -0.464
H 1.468 -0.091 0.710
H 1.110 1.520 2.704
H 0.699 3.744 2.126
H 2.769 2.417 0.179
H 2.811 3.310 1.866
H 3.411 0.401 1.476
H 3.382 1.214 2.900
H 0.832 -1.775 -0.462
H -0.468 1.255 -2.072
H -2.169 -2.524 -1.122
C -1.831 1.545 10.873
N -1.711 1.800 9.449
C -2.912 1.878 8.646
C -0.502 1.967 8.842
O -0.329 2.182 7.654
H -2.334 0.586 11.021
H -2.422 2.342 11.332
H -0.849 1.511 11.347
H -2.870 1.114 7.866
H -2.960 2.862 8.170
H -3.796 1.725 9.262
H 0.344 1.889 9.544
C -5.244 -6.681 -2.182
N -4.334 -5.567 -2.376
C -3.942 -5.204 -3.724
C -3.837 -4.852 -1.337
O -3.072 -3.909 -1.437
H -4.794 -7.585 -2.598
H -6.182 -6.468 -2.702
H -5.450 -6.838 -1.123
H -2.856 -5.280 -3.815
H -4.237 -4.171 -3.919
H -4.418 -5.864 -4.450
H -4.196 -5.206 -0.357
C 5.139 3.767 -3.907
N 3.787 3.369 -3.567
C 2.834 3.134 -4.637
C 3.384 3.209 -2.282
O 2.265 2.876 -1.931
H 5.104 4.705 -4.466
H 5.594 2.992 -4.525
H 5.742 3.908 -3.009
H 1.985 3.809 -4.516
H 2.474 2.103 -4.573
H 3.300 3.301 -5.608
H 4.184 3.412 -1.550
C 5.105 -6.029 1.974
N 5.079 -4.724 2.603
C 4.990 -4.642 4.049
C 5.137 -3.571 1.881
O 5.119 -2.450 2.349
H 4.189 -6.568 2.231
H 5.970 -6.586 2.342
H 5.174 -5.938 0.890
H 4.090 -4.086 4.322
H 5.861 -4.105 4.432
H 4.953 -5.639 4.486
H 5.202 -3.745 0.795
C 10.839 3.728 -5.034
N 9.406 3.942 -5.029
C 8.823 4.767 -3.988
C 8.590 3.395 -5.970
O 7.383 3.538 -6.021
H 11.132 3.247 -4.097
H 11.345 4.693 -5.121
H 11.136 3.092 -5.869
H 8.095 4.175 -3.428
H 8.306 5.613 -4.447
H 9.595 5.132 -3.312
H 9.134 2.789 -6.713
C -0.669 5.545 -8.800
N -0.441 5.055 -7.459
C -1.372 4.100 -6.892
C 0.619 5.460 -6.713
O 0.867 5.085 -5.582
H -1.642 6.043 -8.838
H -0.665 4.701 -9.494
H 0.106 6.254 -9.095
H -1.806 4.518 -5.980
H -0.833 3.185 -6.635
H -2.165 3.871 -7.604
H 1.263 6.185 -7.238
C -6.308 5.912 11.022
N -5.496 4.735 11.256
C -5.764 3.535 10.490
C -4.490 4.722 12.173
O -3.771 3.771 12.421
H -7.354 5.672 11.230
H -6.205 6.216 9.977
H -5.996 6.736 11.665
H -6.011 2.720 11.174
H -4.870 3.263 9.929
H -6.593 3.699 9.801
H -4.376 5.685 12.696
C 4.162 0.655 -8.568
N 3.134 1.623 -8.893
C 3.243 2.378 -10.126
C 2.068 1.847 -8.077
O 1.175 2.644 -8.292
H 5.126 1.166 -8.501
H 4.204 -0.100 -9.357
H 3.950 0.166 -7.617
H 3.280 3.445 -9.892
H 2.363 2.186 -10.744
H 4.143 2.091 -10.671
H 2.082 1.224 -7.169
C -7.094 -8.681 -6.960
N -6.863 -9.178 -5.619
C -7.780 -10.155 -5.063
C -5.814 -8.758 -4.863
O -5.566 -9.137 -3.734
H -8.075 -8.201 -6.999
H -7.071 -9.519 -7.661
H -6.330 -7.957 -7.245
H -8.226 -9.751 -4.151
H -7.228 -11.063 -4.809
H -8.566 -10.393 -5.780
H -5.180 -8.018 -5.378

Here are the Löwdin charges for atoms 1 to 2, given in e: number 1, C, carries -0.098; number 2, C, carries -0.188


[3]
Formula: C16H52BN15O29P
Source: the OMol25 dataset
Level of theory: wB97M-V/def2-TZVPD

Results
charge: +1
2S+1: 1
HOMO: -11.63 eV
HOMO-LUMO gap: 7.472 eV
lowest unoccupied orbital energy: -4.16 eV

Positions of all 114 atoms, in Å:
C -3.004 -3.275 1.796
C -1.541 -3.716 2.224
B -1.412 -3.262 3.752
O -2.040 -3.979 4.768
P -0.319 -1.711 4.079
N -1.054 -0.450 4.965
H -2.976 -2.771 0.828
H -3.678 -4.134 1.840
H -3.372 -2.545 2.539
H -0.796 -3.184 1.613
H -1.403 -4.798 2.089
H -1.952 -4.908 4.561
H 0.075 -1.161 2.837
H 0.871 -2.166 4.717
H -1.427 0.282 4.370
H -1.715 -0.777 5.656
C 3.930 -0.888 5.400
N 3.566 -0.782 3.964
O 4.038 0.121 3.327
O 2.805 -1.624 3.517
H 4.604 -0.076 5.649
H 3.011 -0.819 5.976
H 4.415 -1.852 5.546
C -0.590 -5.051 7.368
N 0.639 -5.868 7.223
O 0.554 -6.913 6.624
O 1.652 -5.423 7.714
H -1.410 -5.567 6.883
H -0.785 -4.931 8.431
H -0.398 -4.094 6.894
C -0.338 1.637 0.219
N -0.793 1.008 1.484
O -0.509 1.548 2.532
O -1.426 -0.023 1.400
H 0.205 2.535 0.456
H 0.299 0.921 -0.292
H -1.226 1.863 -0.368
C 3.491 2.984 1.617
N 2.919 3.472 0.340
O 3.220 4.584 -0.021
O 2.180 2.714 -0.254
H 4.122 3.762 2.032
H 2.660 2.760 2.282
H 4.068 2.091 1.393
C -2.544 -3.529 -2.715
N -1.684 -2.318 -2.723
O -0.623 -2.376 -2.145
O -2.108 -1.348 -3.307
H -2.039 -4.310 -2.157
H -3.483 -3.255 -2.238
H -2.699 -3.831 -3.747
C 4.409 5.876 -2.329
N 4.971 7.031 -3.075
O 4.757 8.141 -2.641
O 5.607 6.785 -4.072
H 3.870 6.249 -1.470
H 3.746 5.344 -3.002
H 5.240 5.248 -2.023
C -5.651 -0.799 -3.677
N -6.115 -2.090 -3.108
O -6.888 -2.746 -3.757
O -5.681 -2.402 -2.016
H -6.116 -0.657 -4.645
H -5.945 -0.013 -2.986
H -4.569 -0.854 -3.772
C 5.552 11.140 -3.979
N 4.984 12.500 -4.158
O 5.300 13.115 -5.150
O 4.239 12.900 -3.294
H 6.194 10.917 -4.823
H 6.116 11.141 -3.051
H 4.722 10.441 -3.929
C -8.629 1.919 -6.156
N -7.390 1.109 -6.264
O -7.444 0.075 -6.888
O -6.397 1.537 -5.716
H -9.425 1.411 -6.690
H -8.869 2.011 -5.100
H -8.422 2.891 -6.596
C -11.157 0.146 -9.713
N -11.443 1.205 -8.712
O -11.363 0.908 -7.538
O -11.735 2.294 -9.136
H -10.911 -0.770 -9.187
H -12.051 0.019 -10.318
H -10.320 0.485 -10.317
C 3.891 -6.523 9.744
N 5.107 -5.716 10.013
O 6.135 -6.056 9.476
O 4.981 -4.770 10.753
H 4.152 -7.331 9.069
H 3.537 -6.912 10.695
H 3.157 -5.863 9.292
C 4.564 0.621 -3.259
N 4.314 1.675 -2.247
O 4.416 1.377 -1.079
O 4.018 2.773 -2.658
H 4.815 -0.300 -2.745
H 3.649 0.511 -3.842
H 5.390 0.955 -3.882
C 3.822 -5.503 5.216
N 5.017 -4.683 5.533
O 6.058 -4.992 5.017
O 4.864 -3.748 6.296
H 4.114 -6.290 4.530
H 3.452 -5.919 6.150
H 3.086 -4.844 4.762
C 1.109 2.595 -5.371
N 1.931 1.396 -5.669
O 2.513 1.360 -6.722
O 1.965 0.526 -4.822
H 1.177 3.278 -6.210
H 0.086 2.259 -5.223
H 1.510 3.047 -4.467

Here are the Löwdin charges for atoms 1 to 2, given in e: number 1, C, carries -0.061; number 2, C, carries -0.177


[4]
Formula: C5H11N
Source: the OMol25 dataset
Level of theory: wB97M-V/def2-TZVPD

Results
SMILES: CC[C@H]1CN1C
charge: 0
relative energy (zero: lowest compared OMol25 entry of this formula, charge and spin): 1.353 eV
2S+1: 1
HOMO: -9.06 eV
HOMO-LUMO gap: 10.279 eV
lowest unoccupied orbital energy: 1.21 eV

Positions of all 17 atoms, in Å:
C -1.879 -0.941 1.235
C -1.489 0.108 0.176
C 0.018 0.284 0.098
C 0.781 -0.769 -0.607
N 0.746 0.582 -1.148
C 2.041 1.225 -0.898
H -1.381 -1.903 1.058
H -1.618 -0.622 2.251
H -2.960 -1.128 1.222
H -1.855 -0.221 -0.803
H -1.990 1.054 0.410
H 0.463 0.813 0.936
H 0.194 -1.485 -1.180
H 1.730 -1.145 -0.231
H 2.013 2.299 -1.103
H 2.789 0.767 -1.556
H 2.396 1.082 0.140

Here are the Löwdin charges for atoms 1 to 2, given in e: number 1, C, carries -0.109; number 2, C, carries -0.217


> Look up the 2S+1 of the second one.

1


> Which formula does entry 1 have?

C26H21IMnN6S5